Record 1
Formula: CH2BrN2O3
Source: the OMol25 dataset
Level of theory: ωB97M-V/def2-TZVPD

Geometry as XYZ:
```
9
Properties=species:S:1:pos:R:3:lowdin_charge:R:1
Br -0.47 1.64 1.50 0.9068
O -0.51 1.52 -1.50 -0.0239
O 1.39 -2.09 0.60 0.2313
O 0.57 -1.28 2.42 0.2141
N 0.83 -1.38 1.30 -0.2728
N -0.33 0.27 -0.96 -0.0743
C -0.05 0.21 0.31 -0.4124
H -1.41 1.60 -2.03 0.2088
H -0.02 -0.49 -1.64 0.2223
```

HOMO (alpha / beta) ... -15.49 / -15.49 eV
Net charge ... +1
Relative energy (zero: lowest compared OMol25 entry of this formula, charge and spin) ... 31.0 kcal/mol
Gap between HOMO and LUMO (alpha / beta) ... 9.3 / 9.3 eV

---

Record 2
Formula: CH2BrN3
Source: the OMol25 dataset
Level of theory: ωB97M-V/def2-TZVPD

Geometry as XYZ:
```
7
Properties=species:S:1:pos:R:3:lowdin_charge:R:1
Br 1.32 1.81 3.65 0.1069
N 0.50 0.40 0.51 0.0027
N -1.03 -0.17 1.67 0.0741
N -0.79 -0.07 0.23 0.0116
C 0.08 0.38 1.81 -0.3878
H -0.73 -0.87 -0.25 0.0639
H 0.96 1.04 -0.10 0.1285
```

HOMO ... -10.50 eV
Net charge ... 0
Relative energy (zero: lowest compared OMol25 entry of this formula, charge and spin) ... 135.4 kcal/mol
Gap between HOMO and LUMO ... 8.0 eV

---

Record 3
Formula: CH2BrNO
Source: the OMol25 dataset
Level of theory: ωB97M-V/def2-TZVPD

Geometry as XYZ:
```
6
Properties=species:S:1:pos:R:3:lowdin_charge:R:1
Br -0.25 -2.12 -0.57 0.4592
O -4.10 -0.43 0.99 0.0210
N -0.17 -0.20 -0.30 -0.4277
C -3.45 0.08 0.21 -0.0150
H 0.77 0.07 -0.16 -0.0372
H -0.60 0.26 -1.12 -0.0003
```

HOMO ... -9.62 eV
Net charge ... 0
Relative energy (zero: lowest compared OMol25 entry of this formula, charge and spin) ... 33.5 kcal/mol
Gap between HOMO and LUMO ... 9.7 eV

---

Record 4
Formula: CH2BrNO
Source: the OMol25 dataset
Level of theory: ωB97M-V/def2-TZVPD

Geometry as XYZ:
```
6
Properties=species:S:1:pos:R:3:lowdin_charge:R:1
Br -1.72 -1.26 0.24 0.5825
O 0.99 -0.67 -0.05 -0.1087
N -0.04 -0.45 0.84 -0.3847
C 0.31 0.48 -0.22 -0.3105
H 0.68 1.28 0.39 0.1043
H -0.22 0.62 -1.20 0.1172
```

HOMO ... -10.13 eV
Net charge ... 0
Relative energy (zero: lowest compared OMol25 entry of this formula, charge and spin) ... 95.1 kcal/mol
SMILES ... BrN1CO1
Gap between HOMO and LUMO ... 10.1 eV